{"formula": "C48H63CrGeNO4P2Si", "method": "ωB97M-V with the def2-TZVPD basis set", "symbols": ["Cr", "O", "C", "O", "C", "C", "C", "C", "C", "N", "C", "O", "O", "H", "H", "H", "C", "C", "C", "C", "Si", "C", "C", "C", "C", "C", "C", "C", "C", "H", "H", "H", "H", "H", "H", "H", "H", "H", "H", "H", "H", "H", "H", "H", "H", "H", "H", "H", "H", "H", "H", "H", "H", "H", "H", "H", "C", "P", "C", "C", "C", "C", "C", "C", "C", "C", "C", "C", "C", "C", "P", "C", "C", "C", "C", "C", "C", "C", "C", "C", "C", "C", "C", "H", "H", "H", "H", "H", "H", "H", "H", "H", "H", "H", "H", "H", "H", "H", "H", "H", "H", "H", "H", "H", "H", "C", "Ge", "C", "C", "C", "H", "H", "H", "H", "H", "H", "H", "H", "H", "H", "H"], "coordinates": [[-1.829, 0.429, 1.537], [-5.018, 2.940, 2.018], [-3.939, 2.354, 1.998], [-3.668, 1.258, 1.374], [-2.748, 2.888, 2.745], [-2.735, 3.966, 3.603], [-1.552, 4.292, 4.264], [-0.419, 3.506, 4.054], [-0.503, 2.449, 3.176], [-1.642, 2.158, 2.528], [0.628, 1.504, 2.829], [1.676, 1.548, 3.476], [0.358, 0.736, 1.831], [-3.656, 4.514, 3.760], [-1.513, 5.135, 4.944], [0.517, 3.688, 4.565], [-4.588, -1.894, 1.353], [-4.308, -1.783, -0.157], [-5.273, -0.696, -0.661], [-4.716, -3.106, -0.816], [-2.393, -1.225, -0.325], [-2.254, -0.499, -2.182], [-3.047, -1.228, -3.278], [-2.727, 0.963, -2.116], [-0.800, -0.461, -2.648], [-1.299, -2.877, -0.308], [-1.421, -3.819, -1.514], [-1.656, -3.672, 0.957], [0.178, -2.476, -0.155], [-5.628, -2.221, 1.526], [-4.453, -0.924, 1.831], [-3.918, -2.602, 1.842], [-6.304, -0.970, -0.381], [-5.259, -0.582, -1.746], [-5.047, 0.266, -0.199], [-5.792, -3.280, -0.656], [-4.183, -3.959, -0.392], [-4.536, -3.096, -1.896], [-4.121, -1.215, -3.094], [-2.735, -2.273, -3.365], [-2.874, -0.742, -4.254], [-3.779, 1.043, -1.832], [-2.601, 1.454, -3.098], [-2.150, 1.525, -1.376], [-0.406, -1.456, -2.876], [-0.168, -0.016, -1.878], [-0.716, 0.143, -3.571], [-2.457, -4.107, -1.707], [-0.843, -4.741, -1.330], [-1.019, -3.364, -2.424], [-2.673, -4.068, 0.924], [-1.567, -3.038, 1.843], [-0.971, -4.528, 1.073], [0.596, -2.061, -1.075], [0.783, -3.362, 0.104], [0.312, -1.728, 0.635], [2.544, 1.146, -2.123], [1.662, 1.152, -0.442], [0.902, 2.826, -0.560], [0.853, 3.690, 0.535], [0.158, 4.889, 0.472], [-0.467, 5.275, -0.707], [-0.397, 4.444, -1.817], [0.259, 3.223, -1.737], [3.194, 1.549, 0.516], [3.958, 2.696, 0.289], [5.157, 2.893, 0.962], [5.602, 1.942, 1.876], [4.848, 0.804, 2.113], [3.650, 0.606, 1.433], [3.585, -0.391, -2.068], [3.396, -1.141, -3.746], [2.586, -0.675, -4.776], [2.531, -1.341, -5.999], [3.287, -2.480, -6.215], [4.098, -2.960, -5.194], [4.143, -2.300, -3.976], [5.260, 0.359, -2.311], [5.635, 0.999, -3.492], [6.928, 1.472, -3.665], [7.870, 1.318, -2.654], [7.507, 0.690, -1.476], [6.213, 0.198, -1.314], [3.156, 2.023, -2.336], [1.767, 1.034, -2.877], [1.366, 3.420, 1.452], [0.103, 5.521, 1.351], [-1.012, 6.210, -0.756], [-0.870, 4.741, -2.746], [0.253, 2.563, -2.596], [3.607, 3.443, -0.415], [5.745, 3.783, 0.769], [6.537, 2.099, 2.406], [5.191, 0.067, 2.830], [3.043, -0.271, 1.624], [1.978, 0.209, -4.639], [1.888, -0.961, -6.785], [3.247, -2.993, -7.169], [4.692, -3.852, -5.350], [4.770, -2.681, -3.175], [4.902, 1.129, -4.281], [7.205, 1.965, -4.590], [8.879, 1.690, -2.789], [8.229, 0.584, -0.674], [5.927, -0.290, -0.389], [-4.331, -0.896, 4.960], [-2.647, -1.818, 4.518], [-3.067, -3.729, 4.210], [-1.660, -1.928, 6.250], [-1.499, -0.834, 3.313], [-4.772, -1.303, 5.875], [-5.055, -0.995, 4.147], [-4.141, 0.171, 5.108], [-3.462, -4.154, 5.139], [-2.161, -4.275, 3.935], [-3.806, -3.879, 3.420], [-2.241, -2.425, 7.039], [-1.385, -0.928, 6.596], [-0.735, -2.491, 6.097], [-0.619, -1.461, 3.114], [-1.131, -0.060, 4.010]], "forces_ev_per_a": [[0.306, -0.269, -0.070], [-0.001, 0.153, 0.125], [-0.144, -0.417, -0.345], [-0.277, 0.361, 0.112], [0.261, -0.189, -0.034], [-0.059, 0.255, 0.213], [0.011, -0.134, -0.101], [-0.090, 0.221, 0.160], [-0.100, -0.289, -0.310], [0.115, 0.633, 0.563], [-0.041, -0.406, -0.302], [0.015, 0.159, 0.005], [0.032, 0.345, 0.476], [0.043, 0.001, -0.070], [-0.031, -0.019, -0.003], [0.020, -0.018, -0.033], [0.029, -0.055, -0.089], [-0.002, 0.084, 0.182], [0.024, -0.009, 0.034], [0.061, 0.065, -0.071], [-0.123, -0.258, -0.651], [-0.160, 0.004, -0.062], [0.075, 0.014, 0.057], [-0.056, -0.055, -0.091], [0.022, 0.013, -0.036], [-0.008, -0.080, 0.003], [0.049, 0.038, 0.084], [0.007, 0.098, -0.032], [0.010, -0.037, 0.019], [0.068, -0.014, -0.019], [-0.020, -0.026, 0.019], [-0.100, 0.058, -0.034], [0.072, -0.001, 0.010], [-0.032, 0.013, 0.058], [-0.052, -0.028, -0.018], [0.031, 0.007, -0.014], [-0.039, 0.009, -0.045], [-0.046, -0.048, 0.083], [0.051, -0.023, -0.056], [-0.035, 0.069, -0.051], [-0.003, -0.040, 0.054], [0.107, 0.050, -0.018], [0.001, -0.056, 0.066], [-0.010, 0.013, -0.022], [0.001, 0.077, 0.008], [0.077, 0.011, -0.012], [-0.006, -0.022, 0.086], [0.088, -0.030, -0.025], [-0.025, 0.057, -0.020], [-0.047, -0.056, 0.030], [0.058, -0.027, 0.036], [-0.017, -0.075, -0.022], [-0.020, 0.069, -0.011], [-0.016, 0.010, 0.079], [-0.058, 0.067, -0.025], [0.022, -0.052, -0.031], [-0.147, -0.387, 0.339], [0.462, 0.297, -0.496], [-0.031, 0.040, -0.067], [0.042, -0.036, 0.047], [0.007, 0.045, -0.047], [0.071, -0.082, 0.024], [-0.048, 0.023, 0.037], [0.033, -0.033, 0.067], [-0.016, -0.098, 0.036], [0.083, -0.057, 0.098], [-0.100, -0.064, -0.012], [-0.025, 0.044, -0.063], [0.034, -0.028, -0.071], [-0.022, 0.069, 0.003], [0.019, 0.230, -0.131], [0.106, 0.017, -0.038], [-0.089, -0.029, -0.113], [-0.027, 0.075, 0.079], [0.004, 0.045, -0.006], [0.072, 0.025, 0.100], [0.020, -0.041, -0.006], [0.069, -0.314, -0.179], [0.067, 0.140, -0.016], [-0.115, 0.031, -0.053], [-0.059, -0.001, -0.030], [-0.045, -0.052, 0.105], [0.042, 0.097, 0.182], [-0.082, 0.062, -0.037], [-0.012, 0.014, -0.046], [-0.013, 0.018, -0.040], [0.003, -0.028, -0.016], [0.004, 0.012, -0.009], [-0.044, -0.060, 0.023], [-0.019, 0.038, -0.005], [0.011, -0.013, -0.002], [-0.012, -0.005, 0.015], [-0.029, -0.015, -0.009], [-0.055, 0.024, 0.003], [0.000, 0.047, 0.043], [0.008, -0.009, -0.002], [-0.011, 0.006, 0.019], [-0.020, -0.001, 0.021], [-0.007, 0.002, 0.036], [-0.019, -0.031, -0.051], [0.039, -0.024, -0.025], [-0.026, -0.010, 0.002], [0.000, 0.006, 0.015], [-0.036, -0.035, -0.003], [0.035, 0.015, -0.024], [-0.115, -0.003, -0.090], [0.434, 0.143, 0.218], [-0.078, -0.037, -0.142], [-0.120, -0.088, 0.178], [-0.404, -0.249, 0.343], [0.019, 0.014, -0.038], [0.046, 0.029, 0.060], [-0.002, -0.048, -0.006], [0.025, 0.034, -0.030], [-0.041, 0.025, 0.029], [0.054, -0.025, 0.083], [0.048, 0.041, -0.044], [-0.024, -0.033, -0.026], [-0.042, 0.030, 0.002], [-0.017, -0.005, -0.070], [0.055, -0.012, -0.005]], "lumo_ev": [3.789, 3.789], "gap_ev": [3.874, 5.359], "multiplicity": 5, "de_lowest_kj_mol": 44.13, "fmax_ev_per_a": 0.85, "s_squared": 6.06, "e_homo_ev": [-0.085, -1.569], "total_energy_ha": -6316.26718, "charge": -2}



{"formula": "C26H30N2O5S", "method": "ωB97M-V with the def2-TZVPD basis set", "symbols": ["C", "C", "O", "C", "C", "C", "C", "C", "C", "O", "C", "C", "H", "H", "H", "H", "H", "H", "C", "H", "H", "C", "N", "C", "O", "C", "C", "C", "C", "C", "C", "H", "H", "C", "N", "S", "O", "O", "C", "C", "C", "C", "C", "C", "H", "H", "H", "H", "H", "H", "H", "H", "H", "H", "H", "H", "H", "H", "H", "H", "H", "H", "H", "H"], "coordinates": [[-2.929, -2.834, -2.358], [-4.035, -2.911, -1.310], [-3.655, -2.356, -0.068], [-3.452, -1.003, 0.043], [-3.932, -0.069, -0.869], [-3.738, 1.289, -0.688], [-3.066, 1.762, 0.429], [-2.592, 0.837, 1.343], [-2.752, -0.536, 1.172], [-2.204, -1.297, 2.156], [-1.821, -2.641, 1.911], [-0.845, -3.039, 3.007], [0.045, -2.417, 2.961], [-0.556, -4.079, 2.883], [-1.311, -2.912, 3.980], [-2.701, -3.293, 1.924], [-1.336, -2.721, 0.931], [-2.075, 1.165, 2.233], [-2.807, 3.230, 0.621], [-3.740, 3.790, 0.535], [-2.390, 3.404, 1.613], [-1.827, 3.778, -0.430], [-0.554, 3.097, -0.426], [0.533, 3.596, 0.212], [0.520, 4.648, 0.820], [1.767, 2.764, 0.072], [2.104, 2.150, -1.132], [3.286, 1.446, -1.245], [4.143, 1.317, -0.157], [3.807, 1.931, 1.041], [2.638, 2.662, 1.150], [2.383, 3.161, 2.072], [4.465, 1.837, 1.891], [5.410, 0.519, -0.294], [5.097, -0.800, -0.821], [4.263, -1.797, 0.249], [4.504, -3.138, -0.197], [4.576, -1.454, 1.608], [2.573, -1.348, -0.103], [1.822, -0.699, 0.854], [0.539, -0.288, 0.537], [0.023, -0.550, -0.723], [0.779, -1.229, -1.666], [2.068, -1.630, -1.356], [2.688, -2.157, -2.062], [0.366, -1.441, -2.642], [-0.982, -0.234, -0.964], [-0.060, 0.228, 1.270], [2.259, -0.515, 1.822], [5.902, -1.297, -1.171], [5.904, 0.441, 0.683], [6.087, 1.013, -0.998], [3.554, 0.982, -2.182], [1.457, 2.253, -1.992], [-0.529, 2.150, -0.768], [-1.620, 4.829, -0.216], [-2.263, 3.691, -1.429], [-4.130, 1.978, -1.421], [-4.482, -0.399, -1.736], [-4.250, -3.957, -1.073], [-4.959, -2.449, -1.681], [-2.024, -3.301, -1.976], [-2.705, -1.800, -2.611], [-3.243, -3.356, -3.258]], "forces_ev_per_a": [[-0.206, 0.067, 0.350], [0.020, -0.151, -0.420], [0.051, 0.367, 0.343], [0.094, -0.132, 0.158], [-0.033, -0.156, -0.032], [0.048, -0.001, 0.034], [-0.018, -0.005, 0.086], [-0.119, -0.188, -0.108], [-0.033, 0.055, -0.114], [-0.250, 0.298, 0.010], [0.331, -0.693, 0.071], [-0.295, 0.274, -0.282], [0.119, 0.034, 0.023], [0.043, -0.124, 0.005], [-0.014, -0.028, 0.137], [0.171, 0.128, -0.060], [-0.116, 0.021, 0.082], [0.104, 0.034, 0.117], [0.155, 0.058, -0.227], [-0.017, 0.045, 0.066], [-0.030, 0.060, 0.030], [-0.133, 0.213, 0.189], [-0.216, -0.175, -0.161], [0.016, -0.203, -0.192], [0.029, 0.204, 0.271], [0.336, 0.049, 0.102], [0.012, 0.057, 0.039], [0.084, 0.101, 0.060], [-0.039, 0.398, 0.012], [0.082, -0.023, -0.146], [-0.198, 0.131, -0.066], [-0.024, 0.063, 0.090], [0.071, -0.050, 0.115], [0.065, 0.345, 0.306], [-0.322, -0.621, 0.353], [0.175, -0.084, -0.350], [-0.055, 0.055, -0.267], [-0.224, 0.277, -0.072], [0.417, -0.145, 0.246], [0.068, -0.043, 0.174], [0.005, -0.115, -0.022], [-0.059, 0.021, 0.073], [0.138, -0.071, -0.044], [-0.091, -0.129, -0.168], [0.020, -0.052, -0.188], [-0.023, -0.026, -0.087], [-0.149, 0.039, -0.027], [-0.050, 0.048, 0.088], [-0.003, 0.089, 0.129], [0.078, -0.256, -0.018], [0.013, 0.138, -0.172], [-0.032, -0.125, 0.047], [-0.008, -0.080, -0.115], [-0.068, 0.002, -0.070], [0.122, 0.004, 0.031], [-0.074, -0.094, -0.128], [0.003, 0.063, 0.066], [-0.056, 0.088, -0.097], [-0.031, -0.093, -0.075], [-0.057, 0.147, -0.075], [0.048, -0.075, 0.079], [0.088, -0.053, 0.007], [0.048, 0.066, -0.079], [-0.012, -0.044, -0.127]], "lumo_ev": 0.437, "gap_ev": 8.736, "multiplicity": 1, "de_lowest_kj_mol": 63.39, "smiles": "CCOc1ccc(CCNC(=O)c2ccc(CNS(=O)(=O)c3ccccc3)cc2)cc1OCC", "fmax_ev_per_a": 0.78, "e_homo_ev": -8.299, "total_energy_ha": -1892.66709}



{"formula": "BrH2NOS", "method": "ωB97M-V with the def2-TZVPD basis set", "symbols": ["N", "O", "S", "Br", "H", "H"], "coordinates": [[0.052, 0.546, -0.939], [-0.464, -3.129, 0.478], [-0.572, -0.472, -0.179], [-2.793, 0.218, 0.052], [-0.547, -4.001, 0.630], [-1.056, -3.184, -0.027]], "forces_ev_per_a": [[1.712, 1.101, -1.138], [12.976, 3.934, 10.315], [-1.234, -0.283, 0.779], [-0.415, -0.392, 0.304], [1.226, -5.389, 2.474], [-14.266, 1.029, -12.733]], "lumo_ev": -1.336, "gap_ev": 8.494, "multiplicity": 1, "de_lowest_kj_mol": 279.71, "fmax_ev_per_a": 19.15, "e_homo_ev": -9.830, "total_energy_ha": -3103.26511}